ORCA calculation (ωB97M-V/def2-TZVPD) on a structure of composition C51H37BBrN4O3P2TaTe in a non-equilibrium geometry.

Cartesian coordinates (Å):
Ta -0.151 -0.152 0.851
Te -0.268 -3.835 -2.189
Br 4.730 6.735 1.829
P 0.251 -0.594 -1.722
P -1.702 -1.881 0.112
O -1.451 2.731 -0.119
O 0.260 -0.143 2.668
O -1.721 2.453 2.131
N 5.393 0.461 4.674
N 6.115 1.435 4.447
N -4.758 -5.176 -3.566
N 2.028 0.279 1.058
C -2.305 3.651 1.752
C 3.030 0.104 5.067
C 4.745 0.600 1.750
C -2.870 -0.523 0.003
C -2.604 4.938 -0.272
C -4.329 1.025 1.148
C 5.673 2.680 3.892
C -0.459 0.308 -5.609
C -1.008 1.583 -5.528
C -3.874 -6.051 -3.102
C -3.100 -3.465 -3.321
C -4.676 1.575 -0.079
C -2.588 -5.710 -2.697
C -3.575 -5.844 1.231
C 4.318 0.657 0.448
C -2.961 4.573 2.538
C 1.687 -0.080 4.649
C -3.769 -3.654 0.273
C -2.199 -4.383 -2.798
C -0.020 -0.332 -4.464
C 2.357 -2.299 -1.091
C -4.363 -3.912 -3.678
C -3.418 -0.017 1.195
C 4.048 -1.356 -3.074
C 6.386 4.536 2.530
C 3.648 -2.793 -1.189
C -2.266 -5.581 1.616
C -2.449 -3.396 0.646
C -4.328 -4.884 0.568
C -3.444 5.699 1.880
C -0.128 0.312 -3.226
C -3.219 0.050 -1.228
C 4.029 0.391 4.179
C 1.459 0.006 3.313
C 1.896 -1.330 -1.983
C -0.679 1.590 -3.147
C 2.758 -0.856 -2.974
C 4.426 3.277 4.074
C -4.123 1.092 -1.262
C 4.160 4.493 3.472
C 2.463 0.249 2.362
C -1.113 2.224 -4.304
C 3.787 0.426 2.772
C -2.139 3.825 0.392
C 6.660 3.335 3.161
C 5.128 5.102 2.680
C 4.496 -2.321 -2.181
C -1.696 -4.353 1.325
C -0.829 -1.954 -1.410
C -3.267 5.879 0.509
C 2.963 0.505 0.141
B -1.230 1.908 0.966
H -1.531 3.220 -4.248
H -2.463 5.072 -1.335
H -2.784 -0.333 -2.143
H -5.092 -3.217 -4.081
H -4.014 -6.807 1.457
H -0.679 -4.141 1.632
H -0.762 2.087 -2.189
H 5.501 -2.709 -2.264
H -3.151 -0.457 2.153
H 3.674 2.835 4.710
H 1.701 -2.697 -0.321
H 4.704 -0.995 -3.855
H 2.426 -0.099 -3.671
H -4.358 -2.901 -0.236
H -4.208 -7.081 -3.034
H 5.015 0.812 -0.362
H 3.206 4.978 3.624
H -5.384 2.394 -0.114
H -4.404 1.533 -2.209
H -2.832 -2.425 -3.464
H -1.932 -6.474 -2.302
H -3.088 4.429 3.602
H -3.966 6.458 2.447
H 5.797 0.682 1.988
H 3.990 -3.550 -0.496
H 3.271 0.044 6.120
H 7.639 2.882 3.083
H -0.372 -0.185 -6.568
H -1.353 2.075 -6.427
H -4.759 1.411 2.061
H 2.643 0.573 -0.884
H 7.143 5.037 1.944
H -3.648 6.777 0.042
H -1.695 -6.329 2.148
H -5.349 -5.094 0.279
H 0.897 -0.286 5.355
H 0.402 -1.328 -4.532

Its net charge is +2. Its electronic energy is -6016.51603 a.u. As for the molecular weight: 1215.09 g/mol. The energy above the lowest of the compared OMol25 structures with the same formula, charge and spin is 120.4 kJ/mol. The calculation puts the LUMO energy at -6.69 eV. The HOMO energy is -12.33 eV. The HOMO-LUMO gap is 0.207 Ha.

Atom charges from the Löwdin analysis, given in e for atoms 1 to 5: number 1, Ta, carries 1.570; number 2, Te, carries 1.385; number 3, Br, carries 0.789; number 4, P, carries 0.814; number 5, P, carries 0.774